Record 1
ORCA calculation (ωB97M-V/def2-TZVPD) on C3H5NO2 as an isolated structure.

## Properties
energy relative to the best compared isomer or geometry (same formula, charge and spin): 30.7 kcal per mole
charge: 0
largest force on an atom: 0.56 eV Å⁻¹
highest occupied orbital energy: -10.20 eV
gap between HOMO and LUMO: 11.10 eV

XYZ file:
```
11
Properties=species:S:1:pos:R:3:mulliken_charge:R:1
H -2.024 0.045 0.514 0.276
H -0.349 -2.243 -0.102 0.252
O 0.585 1.785 -0.403 -0.524
H 1.353 1.440 -0.886 0.321
O 1.992 -0.822 -0.230 -0.598
C -1.096 -0.102 -0.044 -0.390
H 0.072 1.016 1.441 0.274
C 0.141 0.735 0.385 0.119
H -1.270 0.026 -1.116 0.214
N -0.281 -1.306 0.275 -0.281
C 0.878 -0.574 0.167 0.336
```

=====

Record 2
ORCA calculation (ωB97M-V/def2-TZVPD) on one molecule with the formula C3H5NO2 in a non-equilibrium geometry.

## Properties
energy relative to the best compared isomer or geometry (same formula, charge and spin): 35.1 kcal per mole
charge: 0
largest force on an atom: 2.52 eV Å⁻¹
highest occupied orbital energy: -10.55 eV
gap between HOMO and LUMO: 11.42 eV

XYZ file:
```
11
Properties=species:S:1:pos:R:3:mulliken_charge:R:1
O 1.034 -0.192 -0.907 -0.557
H 2.167 -0.526 1.572 0.271
C -1.258 0.934 -0.664 0.161
H 0.658 -1.355 2.081 0.281
C 0.552 -0.146 0.207 0.730
O -0.594 0.506 0.476 -0.380
N -2.165 1.787 -0.534 -0.550
H -2.570 1.976 -1.449 0.275
C 1.240 -0.981 1.221 -0.856
H 1.596 -1.572 0.337 0.299
H -0.888 0.445 -1.567 0.326
```

=====

Record 3
ORCA calculation (ωB97M-V/def2-TZVPD) on C3H5NO2 as an isolated structure.

## Properties
energy relative to the best compared isomer or geometry (same formula, charge and spin): 100.5 kcal per mole
charge: 0
largest force on an atom: 0.78 eV Å⁻¹
highest occupied orbital energy: -9.79 eV
gap between HOMO and LUMO: 10.59 eV

XYZ file:
```
11
Properties=species:S:1:pos:R:3:mulliken_charge:R:1
H 1.580 0.236 -0.881 0.525
O -1.230 0.003 -0.061 -0.358
H -0.960 -1.986 0.190 0.288
H -0.762 1.806 0.853 0.250
C 0.844 -0.930 -0.189 0.425
C -0.457 1.234 -0.034 -0.079
C -0.482 -1.048 0.480 -0.332
O 0.880 0.930 0.040 -0.641
H -0.368 -0.996 1.570 0.254
H -0.743 1.772 -0.945 0.215
N 1.698 -1.021 -1.021 -0.550
```

=====

Record 4
ORCA calculation (ωB97M-V/def2-TZVPD) on one molecule with the formula C3H5NO2 in a non-equilibrium geometry.

## Properties
energy relative to the best compared isomer or geometry (same formula, charge and spin): 109.1 kcal per mole
charge: 0
largest force on an atom: 3.69 eV Å⁻¹
highest occupied orbital energy: -10.66 eV
gap between HOMO and LUMO: 11.18 eV

XYZ file:
```
11
Properties=species:S:1:pos:R:3:mulliken_charge:R:1
H 0.321 -1.260 -1.048 0.298
H -2.513 1.186 0.404 0.242
N 1.735 -0.069 -0.204 0.897
H -0.291 1.131 -0.934 0.369
C 0.395 -0.660 -0.212 -0.558
H 0.243 -1.378 0.543 0.369
O 2.205 0.158 0.872 -0.545
H -1.932 -0.298 1.396 0.263
C -0.689 0.453 -0.218 -0.076
O 2.219 0.273 -1.221 -0.539
C -1.693 0.465 0.621 -0.720
```

=====

Record 5
ORCA calculation (ωB97M-V/def2-TZVPD) on a 2-piece molecular cluster, C3H5NO2 overall in a non-equilibrium geometry.

## Properties
energy relative to the best compared isomer or geometry (same formula, charge and spin): 90.9 kcal per mole
charge: 0
largest force on an atom: 3.26 eV Å⁻¹
highest occupied orbital energy: -6.71 eV
gap between HOMO and LUMO: 6.96 eV

XYZ file:
```
11
Properties=species:S:1:pos:R:3:mulliken_charge:R:1
H 0.332 -1.799 0.511 0.065
N 1.045 0.385 0.600 -0.265
C 1.187 -1.124 0.382 -0.384
C -2.779 0.415 -0.047 0.737
H 0.366 0.028 -1.442 0.156
H 2.119 0.070 -1.164 0.165
O -1.956 1.184 0.255 -0.445
H 1.963 0.655 1.135 0.313
O -3.534 -0.377 -0.392 -0.327
C 1.181 -0.210 -0.731 -0.305
H 0.077 0.774 0.893 0.290
```

=====

Record 6
ORCA calculation (ωB97M-V/def2-TZVPD) on one molecule with the formula C3H5NO2.

## Properties
energy relative to the best compared isomer or geometry (same formula, charge and spin): 19.6 kcal per mole
charge: 0
largest force on an atom: 0.51 eV Å⁻¹
highest occupied orbital energy: -10.72 eV
gap between HOMO and LUMO: 11.56 eV

XYZ file:
```
11
Properties=species:S:1:pos:R:3:mulliken_charge:R:1
O -0.077 1.387 -1.925 -0.458
N 0.384 -1.359 -0.876 -0.587
H 1.425 -1.350 1.486 0.318
H -0.045 -0.584 2.172 0.290
H 1.250 0.428 1.522 0.269
H -0.143 -1.189 -1.732 0.266
C -0.905 1.321 -1.063 0.102
H -1.776 1.986 -0.971 0.349
C 0.088 -0.551 0.038 0.711
O -0.922 0.435 -0.043 -0.283
C 0.721 -0.523 1.391 -0.976
```

=====

Record 7
ORCA calculation (ωB97M-V/def2-TZVPD) on one molecule with the formula C3H5NO2S in a non-equilibrium geometry.

## Properties
energy relative to the best compared isomer or geometry (same formula, charge and spin): 38.1 kcal per mole
charge: 0
largest force on an atom: 4.24 eV Å⁻¹
highest occupied orbital energy: -9.55 eV
gap between HOMO and LUMO: 9.81 eV

XYZ file:
```
12
Properties=species:S:1:pos:R:3:mulliken_charge:R:1
S -2.499 0.550 0.290 -0.164
H 0.635 -1.496 0.997 0.276
N -0.937 1.011 -0.399 -0.408
H -1.242 -1.272 0.687 0.308
C 1.207 0.435 -0.883 0.543
H 2.829 -0.620 -1.395 0.362
H -0.422 -0.389 2.078 0.313
O 2.084 -0.581 -0.597 -0.507
C -0.215 -0.828 1.010 -0.996
C -0.011 0.268 -0.004 0.653
O 1.627 1.307 -1.591 -0.533
H -3.056 1.613 -0.195 0.154
```

=====

Record 8
ORCA calculation (ωB97M-V/def2-TZVPD) on one molecule with the formula C3H5NO2S in a non-equilibrium geometry.

## Properties
energy relative to the best compared isomer or geometry (same formula, charge and spin): 116.3 kcal per mole
charge: 0
largest force on an atom: 8.39 eV Å⁻¹
highest occupied orbital energy: -8.98 eV
gap between HOMO and LUMO: 9.05 eV

XYZ file:
```
12
Properties=species:S:1:pos:R:3:mulliken_charge:R:1
H 3.309 0.441 -0.957 0.358
C -0.479 -0.603 0.153 -0.146
H 3.216 -0.535 0.694 0.237
H -1.138 -1.195 0.933 0.335
H -2.554 2.029 0.293 0.291
S -3.402 -0.433 -0.216 -0.299
C -2.435 0.893 -0.025 0.015
O -1.085 0.671 0.257 -0.235
H -0.365 -1.006 -0.934 0.351
C 2.784 0.007 -0.248 -0.321
N 1.454 0.074 -0.498 -0.486
O 0.694 -0.343 0.549 -0.099
```

=====

Record 9
ORCA calculation (ωB97M-V/def2-TZVPD) on one molecule with the formula C3H5NO2S in a non-equilibrium geometry.

## Properties
energy relative to the best compared isomer or geometry (same formula, charge and spin): 102.8 kcal per mole
charge: 0
largest force on an atom: 5.63 eV Å⁻¹
highest occupied orbital energy: -8.98 eV
gap between HOMO and LUMO: 9.32 eV

XYZ file:
```
12
Properties=species:S:1:pos:R:3:mulliken_charge:R:1
S 1.644 -0.754 -0.410 -0.134
C 1.259 1.005 -0.224 -0.207
C 0.245 -1.792 0.007 -0.039
H -2.132 1.208 0.095 0.254
H 1.996 1.589 -0.722 0.307
O -1.668 -0.525 -0.657 -0.221
H 0.607 -2.540 0.619 0.411
C -1.182 0.669 0.089 -0.370
O -0.177 1.268 -0.529 -0.338
H 1.480 1.222 0.964 0.227
N -0.989 -1.720 -0.374 -0.305
H -1.083 0.368 1.142 0.414
```

=====

Record 10
ORCA calculation (ωB97M-V/def2-TZVPD) on one molecule with the formula C3H5NO2S in a non-equilibrium geometry.

## Properties
energy relative to the best compared isomer or geometry (same formula, charge and spin): 22.3 kcal per mole
charge: 0
largest force on an atom: 1.49 eV Å⁻¹
highest occupied orbital energy: -9.45 eV
gap between HOMO and LUMO: 9.93 eV

XYZ file:
```
12
Properties=species:S:1:pos:R:3:mulliken_charge:R:1
C -0.113 -0.745 1.153 -0.543
H -0.613 -1.634 0.752 0.311
H 1.671 0.853 -2.409 0.250
S 1.218 -0.339 0.067 -0.061
O -2.225 -0.043 1.909 -0.523
H 0.063 1.610 1.010 0.316
C 0.842 0.161 -2.417 -0.220
N 0.409 -0.560 -1.469 -0.298
C -1.177 0.287 1.467 0.613
O -0.843 1.573 1.310 -0.442
H 0.446 -0.030 -3.419 0.246
H 0.323 -1.133 2.046 0.350
```

=====

Record 11
ORCA calculation (ωB97M-V/def2-TZVPD) on a 2-piece molecular cluster, C3H5NO2S overall in a non-equilibrium geometry.

## Properties
energy relative to the best compared isomer or geometry (same formula, charge and spin): 68.2 kcal per mole
charge: 0
largest force on an atom: 2.95 eV Å⁻¹
highest occupied orbital energy: -10.19 eV
gap between HOMO and LUMO: 9.92 eV

XYZ file:
```
12
Properties=species:S:1:pos:R:3:mulliken_charge:R:1
H -2.505 1.561 1.002 0.215
H -3.181 -0.559 0.557 0.294
C -1.804 0.855 0.405 -0.524
H -0.787 1.215 0.269 0.214
S 3.197 1.279 -0.310 0.560
N 3.228 0.432 0.931 -0.437
H 3.467 -0.614 0.732 0.306
C -1.123 -1.244 -0.517 -0.002
O 3.328 0.574 -1.537 -0.430
C -2.182 -0.385 0.145 -0.063
O -0.215 -0.817 -1.195 -0.449
H -1.423 -2.297 -0.482 0.317
```

=====

Record 12
ORCA calculation (ωB97M-V/def2-TZVPD) on one molecule with the formula C3H5NO2S in a non-equilibrium geometry.

## Properties
energy relative to the best compared isomer or geometry (same formula, charge and spin): 72.8 kcal per mole
charge: 0
largest force on an atom: 3.65 eV Å⁻¹
highest occupied orbital energy: -8.80 eV
gap between HOMO and LUMO: 9.34 eV

XYZ file:
```
12
Properties=species:S:1:pos:R:3:mulliken_charge:R:1
C -0.909 1.690 0.403 0.208
H 0.555 -0.612 1.507 0.304
C 0.797 -0.087 -1.294 0.053
H -1.636 2.645 0.209 0.329
H 0.821 -1.971 0.380 0.381
O -0.014 1.814 1.186 -0.397
S 2.082 -0.945 -1.555 -0.418
C 0.137 -1.286 0.743 -0.797
H -0.780 -1.921 1.015 0.237
H 0.241 0.674 -1.932 0.278
N -0.116 -0.457 -0.379 0.126
O -1.178 0.456 -0.283 -0.306
```

=====

Record 13
ORCA calculation (ωB97M-V/def2-TZVPD) on one molecule with the formula C3H5NO2S in a non-equilibrium geometry.

## Properties
energy relative to the best compared isomer or geometry (same formula, charge and spin): 78.4 kcal per mole
charge: 0
largest force on an atom: 4.21 eV Å⁻¹
highest occupied orbital energy: -8.84 eV
gap between HOMO and LUMO: 7.45 eV

XYZ file:
```
12
Properties=species:S:1:pos:R:3:mulliken_charge:R:1
O -1.357 0.895 -0.168 -0.653
S 1.944 -1.290 -0.042 -0.337
O -1.969 -1.579 0.137 -0.427
C -0.105 0.580 -0.120 0.749
C 0.322 -0.871 -0.192 0.044
H 1.713 1.291 0.935 0.362
C 0.896 1.645 0.121 -0.944
H -0.352 -2.713 0.213 0.254
N -0.616 -1.787 -0.163 -0.068
H -1.925 -0.541 -0.021 0.448
H 1.376 1.872 -0.991 0.260
H 0.073 2.498 0.291 0.312
```

=====

Record 14
ORCA calculation (ωB97M-V/def2-TZVPD) on one molecule with the formula C3H5NO2S2 in a non-equilibrium geometry.

## Properties
energy relative to the best compared isomer or geometry (same formula, charge and spin): 65.4 kcal per mole
charge: 0
largest force on an atom: 8.09 eV Å⁻¹
highest occupied orbital energy: -8.24 eV
gap between HOMO and LUMO: 8.36 eV

XYZ file:
```
13
Properties=species:S:1:pos:R:3:mulliken_charge:R:1
N -0.504 -0.604 1.207 -0.194
S -0.365 1.182 -1.791 -0.013
C 0.674 -0.922 0.909 0.252
H -0.911 -1.246 1.970 0.287
H 1.085 2.093 -0.273 0.366
O -2.368 1.268 -0.020 -0.523
C 0.477 1.261 -0.095 -0.646
H 0.022 1.549 0.865 0.507
S 1.752 -2.260 1.379 -0.297
H -1.140 -0.065 0.680 0.077
H -2.638 0.934 -2.078 0.246
C -1.963 1.163 -1.151 0.231
O 1.092 -0.118 -0.106 -0.294
```

=====

Record 15
ORCA calculation (ωB97M-V/def2-TZVPD) on one molecule with the formula C3H5NO3 in a non-equilibrium geometry.

## Properties
energy relative to the best compared isomer or geometry (same formula, charge and spin): 62.6 kcal per mole
charge: 0
largest force on an atom: 1.19 eV Å⁻¹
highest occupied orbital energy: -10.04 eV
gap between HOMO and LUMO: 10.87 eV

XYZ file:
```
12
Properties=species:S:1:pos:R:3:mulliken_charge:R:1
H -1.522 2.018 -0.714 0.344
O 0.522 0.119 0.996 -0.292
H -2.210 -0.146 -0.778 0.297
C -1.357 -0.544 -0.210 0.168
H 0.225 1.968 -0.979 0.274
C -0.570 1.837 -0.224 -0.753
C 1.562 -0.320 0.237 0.186
H 2.328 -0.682 0.925 0.377
O -1.110 -1.711 -0.032 -0.525
N -0.612 0.492 0.302 0.136
O 1.602 -0.284 -0.961 -0.455
H -0.462 2.562 0.590 0.244
```

=====

Record 16
ORCA calculation (ωB97M-V/def2-TZVPD) on one molecule with the formula C3H5NO3.

## Properties
energy relative to the best compared isomer or geometry (same formula, charge and spin): 26.4 kcal per mole
charge: 0
largest force on an atom: 0.41 eV Å⁻¹
highest occupied orbital energy: -10.16 eV
gap between HOMO and LUMO: 10.56 eV

XYZ file:
```
12
Properties=species:S:1:pos:R:3:mulliken_charge:R:1
H -0.740 -0.957 -1.802 0.348
O -1.426 -2.126 -0.320 -0.439
C -0.956 0.186 0.097 -0.700
H 0.220 1.746 -0.760 0.208
O 2.423 1.405 0.186 -0.545
N 0.246 0.927 -0.178 -0.137
C 1.477 0.701 0.390 0.586
H -1.027 -0.099 1.148 0.369
H -1.824 0.819 -0.106 0.376
C -1.058 -1.068 -0.748 0.069
O 1.525 -0.366 1.238 -0.476
H 1.142 -1.166 0.854 0.341
```

=====

Record 17
ORCA calculation (ωB97M-V/def2-TZVPD) on one molecule with the formula C3H5NO3.

## Properties
energy relative to the best compared isomer or geometry (same formula, charge and spin): 62.7 kcal per mole
charge: 0
largest force on an atom: 0.99 eV Å⁻¹
highest occupied orbital energy: -10.24 eV
gap between HOMO and LUMO: 11.10 eV

XYZ file:
```
12
Properties=species:S:1:pos:R:3:mulliken_charge:R:1
H -2.614 0.048 0.148 0.435
C 0.227 0.310 -0.225 0.483
N 1.286 0.938 -0.789 -0.467
O -0.728 1.046 0.555 -0.501
O -0.894 -0.096 -1.145 -0.504
O -1.057 -1.167 0.824 -0.411
C -1.534 -0.052 0.098 0.397
H 0.885 -0.874 1.531 0.308
H 1.118 1.839 -1.200 0.230
C 0.348 -0.993 0.585 -0.492
H 2.205 0.818 -0.378 0.237
H 0.758 -1.818 -0.004 0.284
```

=====

Record 18
ORCA calculation (ωB97M-V/def2-TZVPD) on one molecule with the formula C3H5NO3 in a non-equilibrium geometry.

## Properties
energy relative to the best compared isomer or geometry (same formula, charge and spin): 76.5 kcal per mole
charge: 0
largest force on an atom: 4.29 eV Å⁻¹
highest occupied orbital energy: -9.07 eV
gap between HOMO and LUMO: 9.92 eV

XYZ file:
```
12
Properties=species:S:1:pos:R:3:mulliken_charge:R:1
H 1.787 -0.208 -2.163 0.284
H 1.837 0.606 0.438 0.267
H 1.200 1.967 -0.514 0.349
C 1.089 0.980 -0.355 -0.470
O -1.129 -1.336 0.820 -0.552
C 0.865 0.092 -1.561 -0.227
O -0.572 1.110 1.542 -0.397
H -1.175 0.353 1.728 0.356
N -0.280 0.763 0.258 -0.101
H -0.004 0.393 -2.266 0.251
C -0.444 -0.707 0.098 0.562
O 0.358 -1.105 -0.877 -0.322
```

=====

Record 19
ORCA calculation (ωB97M-V/def2-TZVPD) on a 2-piece molecular cluster, C3H5NO3 overall in a non-equilibrium geometry.

## Properties
energy relative to the best compared isomer or geometry (same formula, charge and spin): 260.8 kcal per mole
charge: 0
largest force on an atom: 5.37 eV Å⁻¹
highest occupied orbital energy: -8.06 eV
gap between HOMO and LUMO: 5.41 eV

XYZ file:
```
12
Properties=species:S:1:pos:R:3:mulliken_charge:R:1
H 1.355 2.221 -0.452 0.300
O -2.572 0.811 -0.918 -0.519
N -2.104 0.308 0.105 0.905
H -0.402 -2.747 0.834 0.248
H -2.100 -2.237 1.176 0.190
O -1.435 -1.886 -0.742 -0.300
H 0.393 1.349 -1.855 0.259
C -1.193 -2.081 0.639 -0.253
C 0.453 1.967 -0.895 -0.609
O -2.403 0.582 1.237 -0.546
C -1.166 -0.778 -0.075 0.036
H -0.322 2.545 -0.650 0.288
```

=====

Record 20
ORCA calculation (ωB97M-V/def2-TZVPD) on C3H5NO3 as an isolated structure in a non-equilibrium geometry.

## Properties
energy relative to the best compared isomer or geometry (same formula, charge and spin): 163.7 kcal per mole
charge: 0
largest force on an atom: 5.71 eV Å⁻¹
highest occupied orbital energy (alpha / beta): -9.99 / -9.07 eV
gap between HOMO and LUMO (alpha / beta): 9.64 / 8.95 eV

XYZ file:
```
12
Properties=species:S:1:pos:R:3:mulliken_charge:R:1
H 2.667 0.960 0.811 0.271
O 0.815 0.825 0.179 -0.445
C -1.331 0.594 -1.329 -0.094
O -0.137 0.457 -1.261 -0.170
H -1.945 0.863 -0.554 0.402
C 2.122 0.308 0.180 -0.515
H 2.097 -0.709 0.621 0.226
N -1.456 -0.729 1.153 -0.455
O -2.683 -1.643 -0.548 -0.408
H -0.569 -0.201 1.227 0.398
H 2.454 0.520 -0.779 0.271
C -2.035 -1.245 0.300 0.519
```